A single C5H10N2O3 molecule in a non-equilibrium geometry, computed with ωB97M-V/def2-TZVPD.

Output
E_tot   -531.736115 hartree
SMILES string   NC(=O)CC[C@H](N)C(=O)O

ORCA input file:
```
! RIJCOSX wB97M-V def2-TZVPD def2/J DEFGRID3
* xyz 0 1
N 0.0968 -0.8846 2.3949
C -1.1709 -1.1077 1.9025
O -1.9379 -1.7960 2.5030
C -1.4012 -0.7904 0.5172
C -0.8385 0.6310 -0.0136
C 0.3570 0.3736 -1.0469
N 1.4729 -0.2421 -0.3780
C 0.8186 1.8243 -1.6089
O 0.4650 2.9144 -1.2238
O 1.5694 1.6851 -2.6939
H 0.2224 -1.0373 3.3496
H 0.8255 -0.3098 1.9059
H -2.4719 -0.8424 0.3536
H -1.0526 -1.5392 -0.2750
H -1.6565 1.1599 -0.5795
H -0.3648 1.0966 0.9443
H 0.0853 -0.2562 -1.8944
H 0.9733 -1.1279 -0.0302
H 2.0586 -0.5841 -1.1085
H 1.9498 0.8330 -3.0184
*
```

From a Löwdin analysis of the wavefunction, the atomic charges in e read: number 1, N, carries 0.160; number 2, C, carries -0.605; number 3, O, carries 0.081; number 4, C, carries -0.127; number 5, C, carries -0.092; number 6, C, carries -0.335; number 7, N, carries 0.035; number 8, C, carries -0.469; number 9, O, carries 0.117; number 10, O, carries 0.100; number 11, H, carries 0.081; number 12, H, carries 0.100; number 13, H, carries 0.113; number 14, H, carries 0.142; number 15, H, carries 0.127; number 16, H, carries 0.138; number 17, H, carries 0.132; number 18, H, carries 0.099; number 19, H, carries 0.062; number 20, H, carries 0.139


A 13-piece molecular cluster, H26O13 overall in a non-equilibrium geometry, computed with ωB97M-V/def2-TZVPD.

Output
E_tot   -993.728367 hartree

ORCA input file:
```
! RIJCOSX wB97M-V def2-TZVPD def2/J DEFGRID3
* xyz 0 1
O -1.6637 2.2233 -0.2464
H -2.5029 2.6258 -0.4702
H -1.1970 2.1620 -1.0799
O -1.7155 -0.6903 -2.2725
H -1.2547 -1.5222 -2.3810
H -1.1527 -0.0463 -2.7023
O 2.1642 1.1225 1.9998
H 1.2782 0.9146 1.7034
H 2.1215 1.0498 2.9533
O 0.2227 3.4016 1.2713
H 1.0276 3.2213 0.7858
H -0.4639 2.9624 0.7694
O -3.8520 0.3816 -0.5398
H -3.1697 0.1585 -1.1730
H -3.4246 0.2988 0.3127
O 3.5972 -0.8777 1.0101
H 4.2056 -0.8100 1.7459
H 2.8616 -0.3160 1.2544
O 0.2338 -3.8518 0.4834
H 0.4526 -3.5828 -0.4088
H 0.1493 -4.8040 0.4330
O 2.6104 0.7162 -1.2309
H 2.8454 -0.0455 -0.7009
H 3.1668 1.4206 -0.8986
O 0.0573 -0.0547 0.3065
H 0.3818 -0.5981 -0.4116
H -0.7727 0.2973 -0.0150
O 0.4821 2.2378 -2.2636
H 1.2597 1.7691 -1.9605
H 0.7840 3.1343 -2.4097
O -3.0318 0.5913 2.0587
H -2.1277 0.7902 2.3022
H -3.5490 0.8562 2.8193
O 0.5743 -2.6084 -2.1790
H 0.3288 -3.0755 -2.9776
H 1.4825 -2.3439 -2.3253
O -0.8936 -2.3089 2.5209
H -1.1119 -1.7576 1.7695
H -0.4042 -3.0416 2.1469
*
```

From a Löwdin analysis of the wavefunction, the atomic charges in e read: number 1, O, carries -0.048; number 2, H, carries 0.078; number 3, H, carries 0.017; number 4, O, carries -0.026; number 5, H, carries 0.014; number 6, H, carries 0.042; number 7, O, carries -0.042; number 8, H, carries 0.012; number 9, H, carries 0.070; number 10, O, carries -0.063; number 11, H, carries 0.011; number 12, H, carries -0.040; number 13, O, carries -0.071; number 14, H, carries -0.024; number 15, H, carries -0.034; number 16, O, carries -0.065; number 17, H, carries 0.045; number 18, H, carries -0.032; number 19, O, carries -0.037; number 20, H, carries -0.003; number 21, H, carries 0.051; number 22, O, carries -0.041; number 23, H, carries 0.008; number 24, H, carries 0.062; number 25, O, carries -0.023; number 26, H, carries 0.026; number 27, H, carries 0.006; number 28, O, carries -0.038; number 29, H, carries -0.013; number 30, H, carries 0.055; number 31, O, carries -0.025; number 32, H, carries 0.048; number 33, H, carries 0.061; number 34, O, carries -0.024; number 35, H, carries 0.068; number 36, H, carries 0.067; number 37, O, carries -0.071; number 38, H, carries -0.006; number 39, H, carries -0.015


A 4-piece molecular cluster, C4H16N8O4 overall in a non-equilibrium geometry, computed with ωB97M-V/def2-TZVPD.

Output
E_tot   -901.162582 hartree
SMILES string   NC(N)=O.NC(N)=O.NC(N)=O.NC(N)=O

ORCA input file:
```
! RIJCOSX wB97M-V def2-TZVPD def2/J DEFGRID3
* xyz 0 1
N -1.9134 4.5890 -3.8024
C -2.3828 3.3372 -3.4983
N -1.4363 2.3524 -3.4554
O -3.5669 3.0613 -3.3292
H -2.5828 5.2279 -4.1902
H -0.9348 4.5116 -4.0026
H -0.4368 2.3541 -3.4614
H -1.9396 1.4821 -3.5639
N -0.3697 2.1306 -0.3401
C -0.3218 0.9283 0.2715
N -1.4824 0.5281 0.8670
O 0.6619 0.1867 0.1668
H -1.2505 2.5798 -0.5102
H 0.4235 2.2681 -0.9417
H -2.2343 1.1881 0.9404
H -1.5104 -0.3135 1.4144
N 0.4873 -2.3519 4.8738
C 0.6822 -2.4006 3.5307
N 0.8094 -1.1923 2.9016
O 0.6511 -3.4564 2.9057
H 0.1091 -3.2400 5.1690
H 0.3270 -1.4826 5.3424
H 1.0111 -1.3375 1.9227
H 0.8323 -0.2810 3.3109
N 0.8824 -2.6563 -0.3010
C 2.1779 -3.1000 -0.4871
N 3.0761 -2.1246 -0.0945
O 2.5403 -4.1849 -0.9041
H 0.2050 -3.3986 -0.2991
H 0.6889 -1.6735 -0.3247
H 2.7433 -1.1851 0.0175
H 4.0538 -2.3464 -0.1289
*
```

From a Löwdin analysis of the wavefunction, the atomic charges in e read: number 1, N, carries 0.150; number 2, C, carries -0.690; number 3, N, carries 0.135; number 4, O, carries 0.019; number 5, H, carries 0.109; number 6, H, carries 0.088; number 7, H, carries 0.091; number 8, H, carries 0.111; number 9, N, carries 0.162; number 10, C, carries -0.647; number 11, N, carries 0.175; number 12, O, carries -0.024; number 13, H, carries 0.097; number 14, H, carries 0.103; number 15, H, carries 0.100; number 16, H, carries 0.102; number 17, N, carries 0.142; number 18, C, carries -0.689; number 19, N, carries 0.155; number 20, O, carries 0.021; number 21, H, carries 0.107; number 22, H, carries 0.089; number 23, H, carries 0.052; number 24, H, carries 0.094; number 25, N, carries 0.144; number 26, C, carries -0.662; number 27, N, carries 0.141; number 28, O, carries 0.027; number 29, H, carries 0.105; number 30, H, carries 0.034; number 31, H, carries 0.064; number 32, H, carries 0.095


Across the entries above, frontier orbital gap takes the values 10.07; 9.73; 9.04 eV, respectively.
Across the entries above, energy relative to the best compared isomer or geometry (same formula, charge and spin) takes the values 1.875; 1.221; 1.073 eV, respectively.